Density functional theory data (ωB97M-V/def2-TZVPD) for 3 unconnected molecules or ions with the total composition C10H12F2N2O10P.

Structure (XYZ):
```
37
Properties=species:S:1:pos:R:3:forces:R:3
O -2.5181 4.6586 0.0770 0.100 0.089 -0.017
P -2.4444 3.4701 0.8789 -0.428 0.113 -0.568
O -2.4814 2.1057 0.0921 0.102 0.027 0.480
O -3.4508 3.3586 2.0828 0.379 -0.115 0.051
N -0.8150 3.3587 1.6739 -0.262 -0.022 0.100
C -0.5479 2.4100 2.5542 0.306 -0.357 0.211
C 0.7224 2.3100 3.1056 0.147 0.033 0.025
C 1.6531 3.2279 2.7034 0.027 0.099 0.027
C 1.2640 4.2033 1.7618 0.111 0.004 -0.121
O 2.1267 5.1550 1.3787 0.148 -0.175 0.160
N 0.0505 4.2658 1.2605 0.014 -0.056 -0.010
H -2.7408 1.3405 0.6255 -0.076 -0.171 -0.204
H -3.1851 2.9289 2.9030 -0.180 0.038 0.107
H -1.3177 1.6944 2.8150 -0.068 0.055 -0.152
H 0.9605 1.5248 3.8090 -0.075 -0.003 -0.014
H 2.6687 3.2215 3.0781 -0.032 0.046 -0.037
H 2.5409 4.9647 0.5250 -0.158 0.128 -0.055
C -1.7874 -2.7076 -1.4347 -0.065 -0.101 -0.224
C -2.9069 -2.0141 -0.6922 0.045 -0.125 0.086
O -2.2624 -1.6135 0.5198 -0.080 0.410 -0.140
C -0.9357 -1.4778 0.2514 0.119 -0.180 -0.044
O -0.1627 -0.9362 0.9799 -0.077 0.219 0.102
O -0.6312 -2.0123 -0.9363 -0.092 0.021 0.176
F -3.9343 -2.8317 -0.3967 0.044 -0.047 0.086
H -1.7205 -3.7611 -1.1626 -0.067 0.008 0.078
H -1.8503 -2.6145 -2.5124 0.181 0.122 0.000
H -3.2982 -1.1262 -1.1928 -0.076 -0.030 -0.009
C 3.5347 -2.7734 -2.4183 0.095 0.034 -0.021
C 2.9886 -4.1556 -2.1198 -0.044 0.080 0.061
O 1.5889 -3.9472 -2.2107 0.023 -0.130 -0.209
C 1.3746 -2.9039 -3.0549 0.004 0.070 -0.015
O 0.3260 -2.6326 -3.5370 -0.019 0.012 -0.013
O 2.5239 -2.2320 -3.2759 0.037 -0.042 0.064
F 3.2978 -4.5738 -0.8730 -0.055 0.051 0.050
H 3.5922 -2.1800 -1.5049 -0.002 -0.069 0.056
H 4.4974 -2.7781 -2.9198 -0.073 0.023 -0.139
H 3.2801 -4.9270 -2.8338 0.047 -0.060 0.073
```
Positions in Å, forces in eV/Å.

Its net charge is +1. The LUMO energy comes out at -5.23 eV. For the electronic energy, the calculation gives -48738.63188 eV.